1.
# C49H31N6O4PbS3Sb

A structure of composition C49H31N6O4PbS3Sb at a distorted geometry (ωB97M-V/def2-TZVPD, the OMol25 dataset).

CARTESIAN COORDINATES (ANGSTROEM)
Pb 1.211 -1.921 -1.522
C -3.364 0.621 6.965
C -3.915 1.378 5.940
C -3.660 1.068 4.616
C -2.845 -0.022 4.279
C -2.281 -0.766 5.328
C -2.540 -0.451 6.647
C -2.505 -0.379 2.928
C -1.496 -1.361 2.566
C -1.689 -2.374 1.497
C -1.315 -1.312 0.489
C -0.339 -1.026 1.643
C 0.717 -0.085 2.014
C 0.791 0.245 3.460
C 0.100 1.344 3.963
C 0.134 1.637 5.316
C 0.855 0.829 6.182
C 1.540 -0.272 5.690
C 1.504 -0.566 4.336
C 1.514 0.506 1.094
N 1.431 0.203 -0.247
C 1.953 1.213 -0.938
C 1.614 1.423 -2.286
C 2.458 2.305 -3.111
C 1.938 3.391 -3.818
C 2.764 4.213 -4.566
C 4.130 3.977 -4.613
C 4.662 2.910 -3.906
C 3.833 2.081 -3.168
C 0.385 0.909 -2.747
C -0.211 1.111 -4.069
C -1.470 0.639 -4.006
C -1.668 0.184 -2.628
N -0.481 0.237 -1.960
C -2.889 0.062 -1.997
C -3.152 0.104 -0.585
C -4.284 0.753 -0.046
C -4.185 0.779 1.325
C -3.016 0.076 1.697
N -2.399 -0.316 0.489
C -4.111 0.171 -2.848
C -4.495 1.387 -3.406
C -5.632 1.476 -4.194
C -6.399 0.347 -4.436
C -6.025 -0.869 -3.884
C -4.892 -0.954 -3.091
C 2.648 2.122 -0.012
C 2.373 1.693 1.235
N -0.473 -2.345 2.389
H -3.564 0.872 7.998
H -4.543 2.229 6.173
H -4.068 1.699 3.842
H -1.621 -1.589 5.088
H -2.088 -1.040 7.434
H -2.386 -3.195 1.502
H -1.061 -1.526 -0.543
H -0.473 1.961 3.283
H -0.415 2.487 5.695
H 0.876 1.053 7.240
H 2.101 -0.908 6.361
H 2.024 -1.433 3.948
H 0.879 3.598 -3.760
H 2.341 5.050 -5.105
H 4.775 4.621 -5.198
H 5.724 2.710 -3.942
H 4.244 1.226 -2.646
H 0.295 1.523 -4.924
H -2.204 0.623 -4.792
H -5.060 1.201 -0.640
H -4.899 1.213 1.999
H -3.888 2.265 -3.217
H -5.917 2.429 -4.622
H -7.284 0.414 -5.055
H -6.614 -1.756 -4.075
H -4.595 -1.901 -2.663
H 3.185 3.010 -0.298
H 2.626 2.169 2.166
O 6.759 -4.888 -1.077
C 6.843 -3.792 -0.337
O 7.841 -3.480 0.269
C 5.630 -2.944 -0.291
C 5.565 -1.730 0.368
N 4.320 -1.256 0.189
N 3.579 -2.101 -0.538
C 4.353 -3.120 -0.843
C 3.816 -4.214 -1.730
O 4.644 -5.068 -2.087
O 2.622 -4.096 -2.114
H 5.843 -4.982 -1.486
H 6.319 -1.210 0.927
H 3.909 -0.393 0.518
S -0.629 -3.082 -5.351
Sb 1.593 -3.713 -4.456
S -0.593 -3.752 -3.350
S 2.372 -1.556 -3.870

Summary:
- spin multiplicity = 2
- energy above the lowest of the compared OMol25 structures with the same formula, charge and spin (eV) = 4.9438
- LUMO energy (alpha / beta) (hartree) = 0.0455 / 0.0210
- charge = -1
- energy (hartree) = -4143.055314
- ⟨S²⟩ = 0.938

---

2.
# C2H3F2O3S

A cluster of 2 separate species, C2H3F2O3S in total at a distorted geometry (ωB97M-V/def2-TZVPD, the OMol25 dataset).

CARTESIAN COORDINATES (ANGSTROEM)
C -0.967 0.359 -0.163
C -0.529 -1.063 -0.333
O 3.373 0.159 1.252
O 3.339 1.623 -0.689
O -2.203 0.589 0.666
F -0.748 -1.871 0.848
F -1.357 -1.716 -1.321
S 2.797 0.412 -0.061
H -1.272 0.712 -1.204
H -0.202 1.096 0.035
H -2.231 -0.300 0.970

Summary:
- energy above the lowest of the compared OMol25 structures with the same formula, charge and spin (eV) = 3.1620
- LUMO energy (alpha / beta) (hartree) = 0.0751 / 0.0809
- charge = -1
- energy (hartree) = -901.593915